(1)
105
Properties=species:S:1:pos:R:3:forces:R:3 method="wB97M-V/def2-TZVPD" molar_mass_g_mol=690.88 e_homo_ev="-10.5 / -10.0" multiplicity=2 orbital_gap_ev="5.6 / 5.0" energy_ha=-3271.83501 total_charge=+1
C -5.488 -4.319 0.804 0.1 0.1 -0.1
H -5.635 -0.379 -2.917 0.0 -0.2 0.1
H 2.678 4.347 1.738 0.0 0.0 -0.1
H 3.667 2.425 -0.189 0.0 0.0 0.0
H 0.830 -2.676 3.081 0.1 0.1 0.0
H -0.547 3.687 -0.336 0.0 0.1 -0.1
C -1.908 0.454 -1.514 0.5 0.3 0.1
N -1.180 0.994 1.701 0.3 -0.1 -0.3
H 1.521 -4.293 3.134 0.0 -0.1 0.1
H 0.832 3.694 -2.153 0.1 0.1 0.1
H -3.677 -5.583 -1.865 0.1 0.0 -0.1
N 5.176 -3.430 -1.784 0.3 -0.5 0.0
H -4.997 -4.883 1.592 0.0 -0.1 0.1
H -1.180 -6.211 1.688 -0.1 -0.1 0.0
H -5.215 -6.154 -1.217 -0.1 -0.1 0.0
C -0.249 -5.664 1.802 0.0 0.2 0.0
C -4.294 -5.632 -0.971 0.0 0.2 0.1
C -5.248 2.719 -4.374 0.1 -0.1 0.2
C 0.019 0.195 3.718 0.2 0.3 -0.1
C -2.945 -2.317 -0.720 -0.7 -0.6 0.1
C -1.317 -3.458 1.315 -0.2 -0.3 0.1
H 1.382 1.440 -3.236 0.1 -0.1 0.0
H 0.735 4.847 0.071 0.0 0.0 0.0
C -2.510 -4.023 0.896 0.8 0.4 0.3
H -1.688 1.514 3.686 0.2 0.0 -0.1
C 0.208 3.950 0.398 0.0 -0.4 0.0
C -3.234 0.567 -1.936 -0.6 0.2 -0.6
H -6.786 2.402 -2.204 -0.2 0.0 0.0
C -0.988 -2.194 0.777 -0.3 0.3 -0.6
C -5.740 2.202 -1.993 0.1 0.0 -0.2
H 1.420 -3.449 1.589 0.1 0.0 0.0
H 1.833 1.330 3.654 0.1 -0.1 0.0
H 1.919 -1.063 2.005 0.0 0.2 -0.2
H -0.139 0.225 4.796 0.0 0.0 0.0
H -6.358 -4.033 -1.708 -0.1 -0.1 0.0
H -5.154 -0.029 -4.576 0.0 -0.1 -0.1
H 1.150 4.606 -3.631 0.1 0.1 0.0
H -5.690 1.470 -1.192 0.0 -0.1 0.1
H -6.711 0.531 -3.966 -0.2 0.0 0.0
H -5.276 3.123 -1.646 0.0 0.1 0.1
Cr 0.411 0.250 0.324 -1.9 1.0 0.5
N 1.778 -0.493 -0.759 0.6 -0.4 -0.1
C -1.209 -4.272 3.659 0.1 0.0 -0.2
C -0.932 1.409 -1.965 -0.3 -0.6 0.7
C 0.394 4.058 -3.073 -0.1 -0.1 -0.1
C -1.219 2.153 -3.136 -0.1 0.3 -0.4
H -0.420 4.742 -2.833 -0.1 0.1 0.0
C -0.600 3.408 -5.253 0.0 -0.1 0.2
H -0.615 -4.815 4.390 0.1 -0.1 0.1
H -3.482 -1.934 -1.568 -0.1 0.0 -0.1
H -1.024 2.611 -5.857 -0.1 -0.1 -0.1
C -0.794 1.321 3.078 0.0 -0.1 0.6
H -5.694 -2.488 -1.201 0.0 0.2 0.0
H 3.175 2.777 2.370 0.1 -0.1 0.1
H 0.246 3.824 -5.796 0.1 0.0 0.0
H -0.201 2.238 3.056 -0.1 0.0 0.0
H -1.335 4.200 -5.137 -0.1 0.1 0.0
H 0.686 1.080 -4.808 0.0 -0.1 -0.1
H -1.671 1.789 1.299 0.0 -0.1 -0.1
H 1.660 3.521 2.911 0.0 0.0 0.1
N -1.362 -0.413 -0.632 1.0 0.0 0.2
H 1.854 2.389 -4.648 0.1 0.1 -0.1
H -4.894 -3.435 -2.474 0.0 0.1 -0.1
H 0.261 -5.649 0.841 0.1 0.0 -0.1
C 2.319 3.370 2.060 -0.3 -0.5 -0.1
H -1.864 0.238 1.743 0.1 0.1 -0.1
C -1.831 -1.619 -0.242 0.5 0.3 0.4
C 2.739 2.816 -0.607 -0.2 -0.3 0.0
C -5.433 -3.491 -1.531 0.2 -0.1 0.2
N 1.876 -0.045 2.074 0.0 -0.2 -0.7
H -6.422 -4.820 0.567 -0.1 -0.1 0.0
H 2.869 3.874 -0.835 0.0 0.0 0.0
H -3.995 -0.020 -1.450 -0.1 0.0 0.0
H -0.351 -0.761 3.348 0.0 -0.1 0.1
H 0.369 -6.213 2.508 0.1 -0.1 0.1
P 1.421 2.583 0.640 0.4 0.9 0.0
H -2.171 -4.767 3.567 -0.2 -0.1 0.0
C 0.914 -3.614 2.538 0.0 -0.1 0.0
H -4.833 3.687 -4.108 0.1 0.1 0.0
H 2.810 0.301 1.858 -0.2 -0.1 0.0
H 2.510 2.257 -1.508 0.0 0.0 -0.1
C -5.036 1.692 -3.261 -0.2 0.0 0.0
H -2.785 2.775 -4.413 0.0 0.2 -0.2
O 0.031 -1.466 1.104 0.2 -0.3 0.2
H -5.719 -3.325 1.182 0.0 0.1 0.1
H -3.767 -6.218 -0.223 0.1 -0.1 0.1
C -0.469 -4.233 2.315 0.1 0.0 0.3
C -3.572 1.478 -2.920 -0.2 -0.7 0.7
C -5.670 0.368 -3.705 0.1 0.2 0.0
N 3.524 -1.647 -1.940 -0.6 0.9 -0.9
H -4.808 2.384 -5.310 0.1 0.0 -0.2
C 1.522 0.304 3.453 -0.3 -0.1 0.5
C -4.619 -4.222 -0.460 -0.2 -0.1 -0.1
H -0.276 4.162 1.350 0.0 0.0 0.1
H 2.056 -0.352 4.154 0.0 0.2 -0.1
C 4.371 -2.608 -1.831 0.6 -0.7 0.4
C -2.536 2.173 -3.560 0.7 0.0 0.3
C -3.334 -3.495 -0.107 -0.2 0.9 -0.7
C 1.024 1.884 -4.160 -0.1 0.1 0.1
O 0.140 1.489 -1.233 -0.1 -0.3 -0.2
H -6.315 2.849 -4.539 -0.1 0.0 0.0
H -1.381 -3.264 4.031 0.0 0.1 0.1
H -2.803 -4.952 1.353 -0.1 -0.2 0.0
C 2.619 -1.133 -1.277 -0.1 0.4 0.3
C -0.119 2.877 -3.901 0.2 0.1 0.0

(2)
49
Properties=species:S:1:pos:R:3:forces:R:3 method="wB97M-V/def2-TZVPD" molar_mass_g_mol=421.36 e_homo_ev="-10.9 / -11.5" multiplicity=2 orbital_gap_ev="5.1 / 5.7" energy_ha=-1551.34635 total_charge=+1
H -3.425 0.413 2.936 0.0 -0.2 0.0
C -2.430 0.043 3.179 -0.2 0.0 0.1
H 7.020 -0.152 -1.189 -1.9 1.2 -1.6
H -3.006 -1.263 -1.107 0.0 -0.1 0.2
S 3.192 2.852 -1.850 0.5 -0.3 -0.6
H -4.782 -0.835 2.269 0.1 0.0 0.1
C 5.004 2.780 -2.403 2.0 -0.3 -1.5
H -2.520 -0.695 3.984 0.0 0.1 -0.2
H 6.654 2.416 -0.823 -1.7 -1.2 -1.2
H -0.052 -1.240 3.303 -0.1 0.1 -0.2
C 5.774 1.813 -1.314 -0.8 -1.0 0.4
C -3.736 -3.411 0.259 0.8 0.1 0.0
H 2.443 -0.321 -1.144 -1.7 1.6 -0.5
H -1.054 0.171 -0.014 -0.1 -0.2 0.2
O 1.119 1.358 -0.520 2.0 -1.7 0.5
H -3.898 0.899 0.839 0.0 0.0 0.0
H 1.739 1.272 0.283 -1.6 0.1 -1.7
C 6.245 0.358 -1.941 1.0 0.6 -0.2
H 3.204 0.669 -3.168 -1.5 2.1 0.8
C -1.662 -0.542 1.962 0.5 1.3 1.4
C -3.476 -2.000 0.892 -2.0 -0.8 0.0
C -3.611 -0.951 -0.244 0.4 0.1 0.0
H 0.137 0.440 2.786 -0.4 -0.1 0.0
H 5.340 -0.359 -2.140 1.8 1.5 0.4
H -3.622 -4.208 1.003 0.1 0.2 -0.1
C 2.381 1.385 -2.686 -0.6 -2.6 -1.4
H 0.779 -0.246 -2.032 1.6 1.8 1.0
C -0.177 -0.556 2.454 -0.1 -0.6 -0.4
H -1.903 0.911 3.596 0.1 -0.3 -0.2
H -3.169 1.095 -0.740 0.0 -0.1 0.1
H -4.649 -0.912 -0.599 0.1 -0.3 0.2
H 0.529 -0.849 1.670 -0.3 -0.2 0.0
O -1.195 -2.543 0.829 -2.4 1.4 2.5
N -2.170 -1.917 1.629 3.1 -0.8 -4.0
H -4.754 -3.481 -0.144 0.2 0.3 0.3
H 1.652 1.718 -3.542 1.5 -0.3 1.8
C -3.174 0.454 0.150 0.0 0.0 0.1
F 5.105 2.265 -3.810 -0.5 1.2 3.5
I 2.325 4.980 -2.614 0.2 -0.9 -0.1
H -5.602 -2.123 1.444 0.4 0.0 -0.1
H 6.822 0.566 -2.951 -1.3 -0.6 2.1
H -4.503 -2.512 2.766 0.1 0.1 -0.2
H -1.518 1.456 1.086 0.1 -0.3 0.2
C -1.778 0.438 0.767 -0.2 -0.2 -0.2
H 4.996 1.547 -0.449 1.7 0.8 -1.7
H 5.493 3.865 -2.437 -1.5 -2.3 0.1
C -4.643 -1.850 1.903 -0.1 0.2 0.1
H -3.064 -3.625 -0.581 0.0 0.1 0.3
C 1.622 0.429 -1.545 1.0 0.3 -0.2

(3)
91
Properties=species:S:1:pos:R:3:forces:R:3 method="wB97M-V/def2-TZVPD" molar_mass_g_mol=953.83 e_homo_ev=-9.6 orbital_gap_ev=6.1 relative_energy_kj_mol=145.3 energy_ha=-4250.54904 total_charge=+1
C -4.148 -2.206 -0.070 0.0 0.0 0.0
C 1.778 3.479 -0.708 -0.1 0.0 0.0
H -1.645 5.305 -0.197 0.0 0.0 0.0
C 1.892 -3.060 -5.746 0.0 0.0 0.0
H 2.864 3.668 -4.385 0.0 0.0 0.0
B 2.845 1.010 3.589 0.0 0.0 0.1
Au 0.682 -0.405 -0.178 0.1 0.0 0.0
H -0.992 -3.086 0.654 0.0 0.0 -0.1
S 1.668 -2.772 -3.225 -0.1 0.0 0.0
C -3.645 3.895 -1.488 0.0 0.0 0.0
H -2.970 -0.246 -2.532 0.0 0.0 0.0
P -1.342 -1.586 -1.305 0.1 -0.1 -0.4
N 2.955 -0.477 3.093 0.0 0.2 0.1
C 1.065 -1.920 -5.550 0.0 0.0 0.0
N 2.611 -2.415 2.168 0.0 0.0 0.1
H 2.529 -4.399 1.581 0.0 0.0 0.0
H -4.058 2.992 -1.939 0.0 0.0 0.0
C 1.300 3.813 1.742 0.0 0.0 0.0
C -3.970 -2.741 -2.382 0.0 0.0 0.0
C -1.574 -3.090 -2.339 -0.1 0.0 0.0
H -4.795 3.660 1.015 0.0 0.0 0.0
C 1.548 3.090 2.857 0.0 0.0 0.0
C -1.788 -2.407 0.342 -0.2 -0.2 0.3
H 2.175 -3.440 -6.717 0.0 0.0 0.0
H 3.976 1.374 3.793 0.0 0.0 0.0
H 1.973 -3.236 0.351 0.0 0.0 0.0
H 4.231 1.866 -3.042 0.0 0.0 0.0
H -1.462 -2.838 -3.394 0.0 0.0 0.0
C 0.160 -0.428 -3.667 -0.1 -0.1 0.2
H -2.192 -4.862 -0.528 0.0 0.0 0.0
H -1.550 1.838 -3.340 0.0 0.0 0.0
C -2.981 3.584 -0.141 0.0 0.0 0.0
H -4.457 4.605 -1.332 0.0 0.0 0.0
S -1.947 -1.033 -5.465 0.0 0.1 -0.1
H -3.517 2.700 1.775 0.0 0.0 0.0
S 2.985 0.707 0.126 -0.1 0.1 0.0
H 2.820 -0.293 -2.656 0.0 0.0 0.0
H -1.863 -1.636 1.109 0.0 0.1 -0.1
N -4.045 -1.647 -1.412 0.0 0.0 0.0
H -3.952 -4.751 -0.679 0.0 0.0 0.0
H -0.801 -3.820 -2.095 0.0 0.0 0.0
H -5.088 -2.755 -0.004 0.0 0.0 0.0
C 1.158 0.688 -3.619 0.1 0.1 0.1
N -2.889 -3.685 -2.109 0.0 -0.1 0.0
C -3.231 0.079 -5.609 0.0 -0.1 0.1
N 2.196 1.933 2.492 0.1 -0.1 -0.1
C -3.020 -4.187 -0.747 0.0 0.0 0.0
H 4.577 -3.235 2.438 0.0 0.0 0.0
H -1.895 4.628 1.425 0.0 0.0 0.0
S 0.913 2.224 -4.377 0.1 -0.1 -0.1
H 1.439 2.651 -1.327 0.0 0.0 0.0
C -1.900 2.610 -0.377 0.0 0.1 0.1
H -4.166 -1.395 0.660 0.0 0.0 0.0
H -2.930 4.339 -2.183 0.0 0.0 0.0
N -1.067 1.838 -0.551 0.0 0.0 -0.1
C 3.919 -2.399 2.588 0.0 0.0 0.0
H 0.952 -3.599 1.758 0.0 0.0 0.0
C 2.432 0.593 -3.134 0.0 0.0 0.0
C -1.122 -0.029 -4.333 -0.1 -0.2 -0.1
C 2.291 -3.619 -4.575 0.0 0.0 0.0
C -2.376 4.852 0.473 0.0 0.0 0.0
C -2.934 -0.707 -1.548 0.0 0.0 0.0
H 1.096 4.319 -0.821 0.0 0.0 0.0
C -3.058 1.166 -4.806 0.0 0.0 -0.1
H -3.843 -2.325 -3.383 0.0 0.0 0.0
C 3.207 1.754 -3.363 0.0 0.0 -0.1
H -3.172 5.575 0.651 0.0 0.0 0.0
C 0.828 -1.658 -4.234 0.0 0.0 -0.1
N 1.789 3.079 0.686 0.0 0.0 -0.1
H -3.756 1.988 -4.754 0.0 0.0 0.0
C -1.849 1.100 -4.072 0.0 0.1 0.0
C 1.977 -3.477 1.417 0.0 0.0 0.0
H 2.908 -4.490 -4.427 0.0 0.0 0.0
O -0.174 -0.777 -2.202 -0.1 0.1 0.3
N -3.056 -3.121 0.251 0.2 0.2 -0.2
C -3.990 2.951 0.826 0.0 0.0 0.0
C 2.517 2.702 -4.054 0.0 0.0 0.1
S 0.407 -0.813 2.109 -0.1 0.0 0.2
C 4.123 -1.191 3.164 0.0 0.0 -0.1
H -4.914 -3.286 -2.347 0.0 0.0 0.0
H 5.007 -0.768 3.601 0.0 0.0 0.0
H 0.848 4.778 1.606 0.0 0.0 0.0
H -4.427 2.045 0.402 0.0 0.0 0.0
H -3.020 0.078 -0.798 0.0 0.0 0.0
H 2.777 3.772 -1.026 0.0 0.0 0.0
H 1.340 3.305 3.889 0.0 0.0 0.0
H 2.152 1.075 4.572 0.0 0.0 -0.1
C 2.043 -1.233 2.493 0.0 -0.1 -0.2
C 2.325 1.930 1.157 0.0 0.0 0.1
H -4.040 -0.119 -6.294 0.0 0.0 0.0
H 0.692 -1.306 -6.356 0.0 0.0 0.0